The following is a quantum chemistry calculation of a cluster of 10 separate species, C38H62N4O20P2 in total, from the OMol25 dataset.

The geometry in XYZ format:
```
126
Properties=species:S:1:pos:R:3:forces:R:3
C -1.874 -5.428 2.241 1.2 -1.7 0.0
C -0.652 -5.032 3.062 -0.1 -0.2 -0.7
C 0.675 -5.347 2.360 0.6 0.1 -0.7
O 1.416 -4.166 2.502 -0.3 2.4 0.4
C 0.614 -3.146 2.992 -0.1 -2.1 -0.7
O 0.959 -2.040 3.127 0.8 2.0 0.3
O -0.622 -3.593 3.279 0.4 -1.0 -0.4
H -2.761 -5.147 2.727 -1.2 0.4 0.7
H -1.875 -6.552 2.172 0.0 1.0 0.0
H -1.907 -5.048 1.218 0.4 0.3 0.2
H -0.558 -5.495 4.049 -0.7 0.0 -0.1
H 0.676 -5.596 1.271 -0.6 0.0 0.8
H 1.293 -6.039 2.900 -0.3 -1.1 0.1
C 0.605 -4.991 -2.039 1.7 -0.5 1.9
C -0.051 -4.219 -3.066 -2.8 0.6 -2.2
C -1.459 -4.811 -3.447 -0.7 1.8 -0.9
O -2.329 -3.619 -3.552 -0.3 0.2 0.0
C -1.748 -2.516 -3.087 0.1 0.3 0.2
O -2.253 -1.401 -2.954 1.2 -2.6 -0.4
O -0.465 -2.833 -2.755 1.0 0.3 0.5
H 1.046 -5.893 -2.496 -0.1 0.4 0.0
H -0.094 -5.345 -1.304 -0.3 0.0 0.7
H 1.443 -4.439 -1.553 -0.6 -0.4 -0.3
H 0.620 -4.228 -3.921 -0.3 0.7 -0.3
H -1.986 -5.406 -2.713 0.5 -0.4 0.3
H -1.575 -5.229 -4.451 0.6 -0.3 0.3
C -3.681 0.185 1.429 -1.3 0.5 0.8
C -3.585 -0.546 0.149 0.7 -1.0 -0.6
C -2.474 -1.660 0.224 -1.3 1.6 -1.9
O -3.221 -2.822 -0.055 -0.4 -1.5 -0.2
C -4.572 -2.619 -0.362 3.6 3.1 1.2
O -5.303 -3.472 -0.648 -1.6 -1.4 -0.5
O -4.795 -1.278 -0.252 0.0 -0.3 0.5
H -4.025 -0.494 2.196 0.2 -0.3 0.5
H -4.449 0.957 1.374 0.1 0.2 0.0
H -2.734 0.648 1.726 -0.1 -0.2 -0.2
H -3.451 0.176 -0.639 0.5 0.0 -0.5
H -1.983 -1.691 1.176 0.0 -0.3 0.6
H -1.735 -1.443 -0.566 -0.2 -0.5 0.4
C 0.575 1.497 -6.569 -0.3 0.5 0.5
C 0.075 0.416 -5.630 1.3 0.6 -0.3
C -1.295 -0.163 -5.945 1.1 -1.0 -0.6
O -1.001 -1.602 -6.066 -0.6 1.2 0.2
C 0.321 -1.842 -5.911 -1.0 2.2 0.0
O 0.764 -2.925 -5.952 1.1 -1.6 0.0
O 1.008 -0.675 -5.730 -0.7 -1.2 0.3
H 1.583 1.799 -6.256 -0.2 -0.1 -0.2
H -0.085 2.321 -6.274 0.1 0.4 -0.8
H 0.574 1.280 -7.663 -0.3 0.0 1.0
H 0.098 0.827 -4.594 0.1 -0.5 -0.6
H -1.711 0.211 -6.892 0.1 -0.3 0.3
H -1.923 0.027 -5.101 -0.8 -0.3 0.3
C 5.069 -0.654 3.056 -1.8 -1.5 -0.3
O 5.761 -0.860 1.821 0.6 -0.6 1.8
P 5.146 -0.279 0.553 -0.7 1.5 -1.8
O 6.126 -0.268 -0.545 -0.6 0.2 0.1
O 3.820 -1.101 0.309 0.3 -0.8 -0.1
C 4.133 -2.554 0.136 -1.3 1.8 -0.3
O 4.522 1.114 1.048 0.1 -0.1 -0.9
C 4.534 2.207 0.068 0.4 0.0 1.4
H 3.940 -0.572 2.993 1.2 -0.3 -0.5
H 5.402 0.244 3.455 0.8 1.5 1.1
H 5.303 -1.525 3.646 0.1 0.0 0.5
H 4.648 -2.575 -0.811 0.3 -0.7 -0.1
H 3.109 -2.963 0.032 0.9 -0.4 0.5
H 4.760 -2.814 0.993 -0.5 -0.7 -0.3
H 5.531 2.099 -0.379 -0.7 0.5 -0.8
H 4.500 3.111 0.686 0.1 -0.1 -0.2
H 3.611 2.213 -0.534 0.7 -0.4 -0.2
C -5.119 5.813 5.003 -1.3 -1.0 0.1
O -4.518 5.861 3.726 0.0 -0.4 -0.5
P -3.534 4.787 3.112 -1.4 -0.9 0.9
O -4.149 3.670 2.358 0.6 0.5 0.7
O -2.690 5.693 2.193 0.3 0.1 -0.7
C -2.250 6.981 2.624 1.7 -0.8 0.0
O -2.697 4.406 4.396 -0.1 -0.4 0.1
C -1.530 3.524 4.393 -0.5 0.9 -2.0
H -5.294 4.777 5.383 0.2 0.7 -0.5
H -6.090 6.322 4.911 0.4 -0.2 0.1
H -4.493 6.329 5.686 0.5 0.5 0.8
H -3.012 7.535 3.121 -0.7 0.5 -0.1
H -1.884 7.390 1.692 0.1 0.7 0.2
H -1.426 6.824 3.347 -0.2 0.3 -0.4
H -0.742 4.180 4.008 0.3 -0.7 0.1
H -1.702 2.656 3.714 0.2 0.6 0.7
H -1.340 3.261 5.400 0.1 -0.4 0.8
N -3.659 3.752 -0.364 -1.0 -0.7 1.1
C -4.132 2.883 -1.316 0.7 1.0 -1.0
C -3.539 3.203 -2.537 1.2 0.0 1.3
C -2.576 4.211 -2.198 0.1 1.4 0.2
C -2.750 4.611 -0.873 0.2 -1.5 -1.5
H -3.907 3.737 0.636 -0.1 -0.2 -0.5
H -4.797 2.078 -1.128 -0.6 -0.2 0.5
H -3.643 2.680 -3.487 -0.1 0.2 0.4
H -1.792 4.712 -2.748 -0.3 -0.2 -0.7
H -2.201 5.304 -0.261 -0.1 0.1 0.0
N 1.043 1.300 5.014 -0.9 -0.3 2.0
C 1.316 1.955 6.211 0.1 -0.3 -0.4
C 2.143 3.001 5.910 0.2 0.8 0.3
C 2.389 2.985 4.492 -1.0 -0.2 0.8
C 1.618 1.955 3.973 0.9 -0.6 -0.4
H 0.502 0.432 5.040 0.4 0.6 -0.7
H 0.949 1.610 7.185 0.1 0.1 -0.7
H 2.457 3.776 6.642 0.0 -0.8 -0.8
H 3.035 3.690 4.011 0.0 0.0 -0.5
H 1.518 1.485 2.994 0.2 0.5 0.2
N -0.563 2.039 -0.654 0.8 -0.7 1.1
C 0.465 2.065 0.294 0.0 -0.7 -1.3
C 1.318 0.962 0.052 -2.6 1.2 -0.3
C 0.704 0.207 -1.008 -1.1 1.3 0.0
C -0.442 0.909 -1.382 0.9 -0.9 -0.5
H -1.398 2.600 -0.671 0.1 0.4 0.0
H 0.487 2.890 0.992 0.3 -0.2 0.0
H 2.147 0.761 0.667 0.9 -0.5 0.3
H 0.884 -0.713 -1.533 0.7 -0.3 0.3
H -1.120 0.618 -2.173 -0.2 0.2 0.2
N 4.456 -1.731 -3.039 -1.1 1.0 0.1
C 3.527 -2.220 -3.917 -0.2 0.2 0.3
C 4.083 -3.286 -4.566 -0.2 -0.1 -0.2
C 5.385 -3.423 -3.994 0.2 -1.1 -1.0
C 5.602 -2.439 -3.085 0.3 -0.4 0.1
H 4.273 -0.890 -2.531 0.3 0.2 0.4
H 2.536 -1.790 -3.906 0.1 0.0 -0.4
H 3.606 -3.827 -5.397 0.4 0.1 0.7
H 6.067 -4.217 -4.231 0.3 0.0 -0.1
H 6.450 -2.261 -2.443 -0.1 0.3 -0.1
```
Forces are in eV/Å.

Values from the calculation:
Maximum force = 0.0955 hartree/bohr
Gap between HOMO and LUMO = 8.192 eV
Calculated total energy = -3891.87433 a.u.
LUMO = 0.4 eV
2S+1 = 1